Entry 1:
110
Properties=species:S:1:pos:R:3:forces:R:3 method="wB97M-V/def2-TZVPD" lumo_ev="-0.056 / -0.058" s2=0.7542 total_charge=0 homo_lumo_gap_ev="7.95 / 7.95" spin_multiplicity=2 homo_ev="-8.01 / -8.01"
C 1.446 -5.019 0.406 0.50 -0.79 0.23
C 0.771 -4.755 -0.972 -0.52 -0.34 0.99
I 2.131 -5.428 -2.538 -0.37 0.09 0.15
C 0.056 -3.402 -1.207 0.10 -0.21 -1.01
I -1.456 -3.281 0.408 0.27 0.03 -0.31
C 0.862 -2.081 -1.485 -0.39 -0.02 1.04
P 2.404 -1.741 -0.426 0.69 0.81 -0.23
C 1.931 -1.756 1.415 0.27 0.13 -0.68
O 3.550 -3.005 -0.664 -1.56 0.56 0.36
C 1.309 -2.056 -2.993 0.20 -0.60 0.60
C 0.942 -0.859 -3.913 1.04 -0.28 -2.72
C 0.127 -1.423 -5.135 0.40 -0.79 0.35
C 2.266 -0.278 -4.569 -0.94 0.07 -0.04
N 0.188 0.279 -3.374 -0.54 -0.84 0.91
O -0.986 0.453 -3.862 0.33 0.23 -0.05
C 0.292 0.501 -1.917 -1.59 1.56 1.26
C -0.890 1.493 -1.556 0.87 -0.43 1.07
C 1.568 1.242 -1.440 0.89 -0.62 -0.49
C -0.079 -0.834 -1.186 0.91 -0.10 -0.92
H 2.551 -5.045 0.367 -0.63 0.31 -0.16
H 1.146 -4.347 1.224 -0.06 -0.07 -0.57
H 1.162 -6.042 0.734 0.06 0.57 -0.21
H -0.038 -5.507 -1.041 0.48 0.46 -0.24
H -0.598 -3.559 -2.094 0.25 0.16 0.63
H 0.846 -1.677 1.586 0.43 -0.40 -0.03
H 2.373 -0.819 1.808 -0.09 -0.66 -0.05
H 2.384 -2.625 1.927 -0.43 0.38 -0.10
H 4.048 -3.020 0.158 0.34 -0.18 0.10
H 0.909 -2.973 -3.471 0.21 0.60 0.24
H 2.412 -2.191 -3.007 -0.61 0.11 -0.14
H -0.030 -0.676 -5.926 -0.18 -0.17 0.48
H 0.712 -2.252 -5.591 -0.14 0.52 0.37
H -0.817 -1.893 -4.796 0.29 0.57 -0.27
H 3.077 -0.194 -3.828 -0.19 0.06 -0.47
H 1.992 0.704 -5.004 0.39 -0.34 0.37
H 2.543 -0.908 -5.437 0.18 0.12 0.72
H -0.665 1.840 -0.521 -0.21 -0.14 -0.55
H -0.889 2.380 -2.206 -0.17 -0.49 0.09
H -1.853 0.971 -1.510 0.23 0.44 -0.35
H 1.477 2.341 -1.495 -0.19 -0.48 -0.27
H 1.841 0.995 -0.395 -0.38 0.04 -0.55
H 2.437 0.924 -2.050 -0.35 0.29 0.44
H -0.132 -0.605 -0.106 -0.21 -0.28 -0.49
H -1.072 -1.109 -1.602 0.39 0.19 0.54
N -5.537 0.135 -1.251 -0.05 0.23 -0.27
C -4.452 0.146 -2.031 -0.20 -0.15 0.33
C -4.361 0.837 -3.224 0.01 0.10 -0.23
C -5.462 1.565 -3.645 -0.06 0.03 -0.01
C -6.603 1.571 -2.857 0.08 0.00 -0.05
C -6.587 0.845 -1.677 0.14 -0.19 0.19
H -3.614 -0.437 -1.669 0.08 -0.07 0.00
H -3.450 0.806 -3.807 0.03 -0.01 0.06
H -5.432 2.121 -4.575 0.00 -0.01 0.02
H -7.484 2.126 -3.151 0.00 -0.02 0.04
H -7.454 0.821 -1.025 -0.07 0.07 -0.07
N 3.314 -0.045 3.957 0.27 0.01 0.40
C 4.141 -1.016 4.357 -0.22 0.17 -0.21
C 4.865 -0.976 5.537 0.01 0.03 0.03
C 4.728 0.136 6.352 0.02 0.03 0.06
C 3.877 1.157 5.959 0.09 -0.08 0.05
C 3.196 1.018 4.762 -0.20 -0.13 -0.37
H 4.218 -1.864 3.684 0.05 -0.05 0.04
H 5.518 -1.794 5.810 -0.01 0.00 -0.03
H 5.278 0.206 7.283 -0.01 -0.01 -0.02
H 3.744 2.041 6.568 -0.05 0.01 -0.05
H 2.518 1.789 4.415 0.06 0.09 0.11
N -2.304 -9.065 -1.879 -0.22 0.30 0.06
C -1.865 -7.926 -1.335 0.02 -0.30 -0.12
C -2.666 -6.818 -1.108 -0.01 -0.02 -0.04
C -4.002 -6.891 -1.468 -0.08 0.08 0.00
C -4.481 -8.061 -2.035 0.04 0.07 0.04
C -3.596 -9.112 -2.216 0.31 -0.14 0.02
H -0.811 -7.916 -1.073 0.01 0.05 0.02
H -2.256 -5.921 -0.661 -0.06 -0.08 0.00
H -4.662 -6.046 -1.308 0.02 -0.01 0.00
H -5.517 -8.156 -2.330 0.02 -0.03 0.00
H -3.925 -10.048 -2.653 -0.07 0.02 -0.01
N 2.664 4.500 4.512 0.09 0.33 -0.20
C 3.746 5.244 4.761 -0.21 -0.28 0.05
C 4.059 6.405 4.072 -0.04 0.02 -0.03
C 3.204 6.819 3.064 -0.10 0.09 0.06
C 2.077 6.063 2.785 0.07 0.04 0.00
C 1.853 4.920 3.535 0.07 -0.26 0.25
H 4.387 4.878 5.555 0.05 0.06 -0.01
H 4.949 6.969 4.319 0.00 -0.03 0.01
H 3.412 7.721 2.502 -0.06 0.03 0.06
H 1.386 6.354 2.005 -0.02 -0.02 0.03
H 0.983 4.298 3.357 -0.03 0.04 -0.06
N -7.550 1.452 4.378 -0.15 -0.20 -0.29
C -8.755 0.880 4.466 0.26 0.18 0.13
C -9.341 0.153 3.442 0.03 -0.01 -0.07
C -8.641 0.011 2.254 -0.03 -0.03 -0.05
C -7.390 0.596 2.139 -0.05 -0.03 -0.07
C -6.893 1.300 3.224 -0.04 0.12 0.33
H -9.266 1.021 5.412 -0.06 -0.04 -0.02
H -10.320 -0.290 3.571 0.01 0.02 0.03
H -9.064 -0.549 1.429 0.01 0.00 0.02
H -6.811 0.508 1.228 0.06 -0.03 0.05
H -5.918 1.772 3.182 0.01 -0.02 -0.08
N 6.645 7.286 0.340 -0.16 -0.19 -0.30
C 5.442 6.711 0.439 0.28 0.20 0.13
C 4.850 5.980 -0.579 0.02 0.00 -0.06
C 5.541 5.837 -1.771 -0.03 -0.05 -0.08
C 6.789 6.426 -1.898 -0.08 -0.04 0.02
C 7.293 7.133 -0.818 -0.01 0.12 0.32
H 4.937 6.851 1.388 0.09 -0.12 -0.18
H 3.873 5.534 -0.440 0.01 0.01 0.03
H 5.112 5.274 -2.592 0.01 0.01 0.02
H 7.359 6.337 -2.813 0.02 0.01 0.02
H 8.267 7.608 -0.869 0.01 -0.02 -0.07

---

Entry 2:
75
Properties=species:S:1:pos:R:3:forces:R:3 method="wB97M-V/def2-TZVPD" lumo_ev="-8.267 / -10.917" s2=0.7812 total_charge=+3 homo_lumo_gap_ev="7.83 / 5.06" spin_multiplicity=2 homo_ev="-16.10 / -15.98"
Yb 0.408 1.155 0.858 0.90 -0.93 0.49
P 0.451 -1.904 0.957 0.02 -0.93 0.07
P 2.632 0.444 2.483 0.27 -0.27 -0.13
P -1.932 -1.337 -3.783 -0.72 -0.16 -0.19
H 1.831 4.771 -2.998 -0.38 0.10 0.02
C 0.750 4.603 -3.032 -0.39 0.67 -0.18
C -0.058 4.932 -2.019 0.21 0.59 -0.96
H 0.316 5.492 -1.160 -0.02 -0.32 -0.03
C 1.660 -2.919 0.013 0.06 0.23 -0.07
C 0.794 -2.577 2.647 -0.05 0.36 0.24
C -1.067 -2.890 0.614 -0.18 -0.04 0.00
C 2.802 2.242 2.789 -0.03 0.13 0.18
C 2.944 -0.235 4.143 -0.34 -0.31 0.21
C 4.137 -0.060 1.588 0.15 0.22 -0.10
C -2.981 -1.419 -5.244 0.00 0.21 -0.31
C -2.937 -1.435 -2.293 -0.22 -0.18 0.18
C -0.729 -2.670 -3.857 0.42 -0.30 0.02
H 0.368 4.235 -3.999 0.15 0.01 0.62
H -1.137 4.759 -2.065 0.31 0.16 -0.06
H 1.699 -3.944 0.411 -0.01 0.32 -0.18
H 2.655 -2.456 0.092 -0.22 -0.24 -0.11
H 1.356 -2.943 -1.043 0.23 -0.04 0.22
H 0.313 -3.561 2.749 0.28 0.27 -0.05
H 0.390 -1.909 3.420 0.25 -0.18 -0.18
H 1.877 -2.691 2.802 -0.37 0.09 -0.02
H -0.996 -3.869 1.115 -0.09 0.31 -0.31
H -1.173 -3.057 -0.466 -0.04 0.01 0.33
H -1.956 -2.366 0.995 0.11 -0.18 -0.15
H 3.492 2.357 3.632 -0.08 0.38 -0.20
H 1.829 2.682 3.075 0.34 -0.13 0.05
H 3.181 2.778 1.916 0.10 -0.06 0.15
H 3.271 -1.282 4.060 -0.05 0.35 0.05
H 2.018 -0.222 4.732 0.26 0.07 -0.04
H 3.714 0.347 4.663 -0.12 -0.17 -0.12
H 5.018 0.437 2.013 -0.02 -0.31 -0.19
H 4.030 0.203 0.524 0.19 -0.10 0.36
H 4.229 -1.155 1.666 0.11 0.41 0.00
H -3.233 -2.458 -5.522 0.14 0.42 0.26
H -2.429 -0.947 -6.074 -0.26 -0.23 0.18
H -3.905 -0.851 -5.069 0.25 -0.14 -0.08
H -3.736 -2.180 -2.443 0.29 0.23 0.11
H -3.379 -0.456 -2.048 0.14 -0.48 -0.36
H -2.323 -1.732 -1.433 -0.17 0.07 -0.31
H -1.097 -3.439 -4.557 0.19 0.29 0.31
H -0.567 -3.134 -2.870 -0.11 0.23 -0.37
H 0.232 -2.285 -4.228 -0.28 -0.20 0.01
C 0.654 1.554 -2.182 0.17 -0.48 0.75
C 1.605 0.553 -2.523 0.18 0.40 -0.36
C 2.944 0.759 -2.204 0.07 -0.61 0.07
C 3.332 1.855 -1.430 0.15 0.23 0.19
C 2.356 2.654 -0.816 -0.03 -0.12 0.00
C 1.021 2.460 -1.140 0.22 0.57 -0.80
S -0.749 1.837 -3.101 -0.13 0.28 0.59
H -1.322 -0.039 -3.747 -0.02 -0.85 -0.16
H 1.263 -0.307 -3.110 0.40 0.47 -0.02
H 3.711 0.062 -2.555 -0.34 0.24 0.05
H 4.391 2.091 -1.285 -0.40 -0.21 -0.03
H 2.628 3.484 -0.165 0.04 -0.21 -0.13
H 0.276 3.164 -0.749 0.20 -0.27 -0.25
C -2.004 -0.599 4.603 0.25 -0.25 0.72
N -2.487 -0.128 3.302 -0.65 -0.73 -0.14
C -3.737 -0.422 2.820 0.60 0.79 0.08
C -4.115 0.103 1.617 -0.79 -0.54 -0.04
C -3.142 0.702 0.797 1.08 0.57 -0.69
N -1.869 0.807 1.208 -1.23 0.13 0.64
C -1.598 0.507 2.509 2.18 0.40 0.45
O -0.425 0.773 2.961 -1.87 -0.21 -0.76
N -3.387 1.140 -0.470 -0.22 0.33 0.60
H -1.505 -1.573 4.510 -0.18 0.28 -0.12
H -2.828 -0.702 5.310 0.00 0.13 -0.22
H -1.274 0.124 4.981 -0.35 -0.19 -0.05
H -4.344 -1.029 3.489 -0.16 0.30 -0.29
H -5.126 0.027 1.238 0.02 -0.25 0.21
H -4.351 1.367 -0.688 0.15 -0.05 -0.10
H -2.681 1.727 -0.934 -0.50 -0.37 0.44

---

Entry 3:
17
Properties=species:S:1:pos:R:3:forces:R:3 method="wB97M-V/def2-TZVPD" lumo_ev="-0.550 / 0.393" total_charge=0 homo_lumo_gap_ev="6.57 / 9.40" homo_ev="-7.12 / -9.01" relative_energy_kj_mol=478.7
C -1.269 0.850 -0.132 -0.24 -0.30 0.46
C 0.819 1.271 -1.616 -0.02 0.16 0.19
C 0.176 0.744 -0.387 -0.41 0.30 -1.10
O 0.961 0.482 0.663 0.17 -2.50 1.25
H -1.852 0.744 -1.045 -0.04 0.05 0.03
H -1.566 0.071 0.608 -0.04 0.30 -0.46
H 0.901 2.365 -1.560 0.05 0.03 -0.12
H 0.218 1.022 -2.490 0.01 0.02 -0.02
H 1.823 0.865 -1.734 -0.02 -0.01 0.00
H -1.503 1.804 0.353 -0.10 0.10 -0.02
C 0.698 -1.020 0.969 1.12 2.07 -2.64
C -0.211 -1.228 2.025 -0.76 -0.21 1.38
C 0.208 -1.579 -0.414 0.09 -0.52 0.54
N -0.089 -2.336 -1.239 0.15 0.49 0.36
H 1.707 -1.429 1.047 0.03 0.03 0.29
H -0.461 -2.230 2.338 -0.10 -0.06 -0.16
H -0.560 -0.397 2.616 0.13 0.03 0.02

---

Taking the records one at a time from the top gives energy values of -85494.8455 -100253.1110 -9900.6425 eV.